The following is a quantum chemistry calculation of C44H67F6N3O27S2 as an isolated structure at a distorted geometry, from OMol25.

## Properties
- frontier orbital gap (eV) = 7.58
- ΔE to the lowest compared entry with this formula, charge and spin (eV) = 5.653

ORCA input file:
```
! RIJCOSX wB97M-V def2-TZVPD def2/J DEFGRID3
* xyz 0 1
S 0.029 -0.912 -0.727
S 0.774 0.030 1.723
F 3.006 -1.122 2.517
F 1.118 -1.993 3.337
F 1.982 -1.129 -2.668
F 0.649 -2.713 -2.576
F 2.020 -2.677 -1.108
F 1.759 -2.459 1.237
O 4.288 -3.201 -6.428
O 0.346 4.374 -0.901
O -0.726 -1.921 -0.035
O -0.384 -1.328 -4.449
O 5.415 -1.330 -1.037
O 1.489 1.018 2.501
O -5.082 -0.882 -4.202
O -5.301 -5.147 2.270
O -0.794 -0.195 -1.709
O -5.927 -6.145 0.248
O 2.621 -4.779 -6.143
O 4.403 3.017 0.487
O -6.970 -2.010 -4.338
O -4.956 -2.968 -3.503
O 0.371 6.259 8.081
O -4.197 -4.601 0.501
O -2.006 2.312 4.116
O 6.556 -2.837 -2.048
O 1.013 -5.369 2.416
O 5.864 -1.128 -3.287
O 1.377 3.303 -6.780
O -4.143 3.532 -2.480
O 3.014 -3.772 -8.241
O -0.643 -0.190 2.144
O 2.027 2.528 -0.093
O -4.849 -1.411 0.004
O -3.275 -8.342 1.001
N 2.286 4.946 1.343
N -0.691 3.748 6.440
N 1.077 0.193 0.157
C 3.270 -3.905 -7.016
C 1.304 -1.916 -1.867
C 1.691 -1.535 2.228
C -2.823 2.056 3.066
C 5.439 -2.302 -0.091
C -5.767 -1.965 -4.028
C 3.172 -4.679 -4.850
C 0.733 2.160 -6.365
C -4.494 -4.065 2.675
C -4.313 2.216 -1.881
C 6.050 -1.636 -2.208
C 3.704 4.971 1.748
C 0.375 3.885 7.330
C 0.772 -0.308 -6.221
C -5.704 0.229 -1.413
C -0.577 -7.053 2.807
C -1.591 -6.743 0.309
C -4.697 -0.257 -0.689
C -0.420 1.034 -4.567
C -5.519 1.467 -2.008
C 5.074 1.749 0.347
C 0.844 7.183 8.995
C -3.687 -2.525 -3.628
C -3.454 -4.130 1.621
C 6.178 -3.409 -0.803
C 1.277 0.873 -6.789
C -5.192 -5.381 0.966
C 4.199 3.463 1.787
C -1.719 -7.748 2.573
C -0.236 3.930 5.029
C -3.496 0.444 -0.427
C 4.203 -3.587 -5.026
C -0.989 4.200 -1.389
C 0.027 -0.216 -5.094
C 0.309 4.836 8.552
C -0.544 -5.873 0.710
C 0.002 -6.036 1.947
C -0.120 2.223 -5.234
C -3.374 1.730 -0.937
C -3.783 -1.101 -4.131
C -1.434 3.717 4.012
C 0.647 5.710 -0.375
C -2.221 -7.572 1.301
C 2.132 5.733 0.106
H -4.932 -3.083 2.853
H -3.139 -2.552 -2.686
H -2.205 4.375 4.412
H 4.679 1.066 1.099
H 3.721 2.820 2.526
H 0.467 3.106 4.907
H 2.064 0.880 -7.529
H -3.079 -3.089 -4.336
H -0.621 3.012 -4.692
H -1.303 2.953 6.555
H 1.486 -4.933 1.703
H 2.530 6.743 0.207
H -2.540 2.314 -0.578
H 3.747 5.333 2.775
H -4.834 3.810 -3.086
H -2.762 -0.110 0.138
H -4.131 -4.245 3.687
H 1.634 1.652 -0.126
H 3.766 -2.674 -4.621
H -2.310 -8.228 3.339
H 2.546 -4.263 -4.061
H 2.746 5.519 -0.769
H 0.477 8.159 8.675
H 7.049 -3.515 -0.155
H -3.184 -0.445 -3.500
H -2.865 -3.236 1.418
H -2.542 1.319 2.314
H -3.017 2.910 2.416
H 0.674 3.913 -7.012
H 1.443 3.252 0.142
H 4.785 1.481 -0.669
H 5.140 -3.834 -4.527
H 6.153 1.606 0.286
H -0.155 -7.158 3.795
H 0.515 7.023 10.022
H 5.215 3.630 2.143
H -6.229 1.875 -2.712
H -1.848 -6.674 -0.737
H 3.591 -5.632 -4.527
H 0.621 2.851 7.573
H -0.643 -1.136 -3.544
H 5.699 -4.384 -0.885
H -0.122 -5.414 -0.172
H 4.397 -2.575 0.077
H -5.558 -1.998 -0.268
H -3.813 -8.136 0.233
H 1.291 4.179 6.817
H 1.025 -1.296 -6.576
H 0.165 4.924 4.833
H -3.447 -0.969 -5.160
H -1.194 3.860 2.958
H -0.002 6.087 0.416
H -2.795 -4.920 1.980
H -1.123 4.962 -2.157
H 1.745 5.455 2.027
H -6.622 -0.317 -1.575
H -1.004 1.170 -3.669
H -0.618 4.558 9.055
H -0.943 3.253 -1.927
H -3.789 1.857 3.531
H 1.933 7.136 8.999
H 1.099 4.580 9.258
H -1.818 4.254 -0.683
H 0.672 6.305 -1.287
H 2.824 2.591 0.438
H 6.106 -1.991 0.714
H 4.395 5.467 1.066
*
```

***

The following is a quantum chemistry calculation of a 14-piece molecular cluster, C26H80N10O14 overall at a distorted geometry, from OMol25.

## Properties
- frontier orbital gap (eV) = 9.44
- ΔE to the lowest compared entry with this formula, charge and spin (eV) = 0.000

ORCA input file:
```
! RIJCOSX wB97M-V def2-TZVPD def2/J DEFGRID3
* xyz 0 1
O -9.543 -1.483 -1.221
O 3.215 -3.533 6.333
O -1.516 6.228 -5.739
O 3.370 4.022 -4.889
O -3.585 5.558 7.241
O 9.495 -4.353 -0.926
O -1.995 -3.638 5.759
O 1.831 2.996 6.406
O -1.024 -1.019 -0.046
O 4.164 4.689 0.042
O 7.865 1.843 4.002
O -3.623 -6.240 -2.916
O -5.273 0.986 -6.547
O 0.754 -3.030 -5.444
N -4.119 -6.398 -0.803
N 5.940 0.900 3.335
N 0.553 0.482 -0.562
N -3.144 0.418 -6.250
N -4.715 -1.142 -6.170
N -4.515 -8.122 -2.210
N 0.209 -0.001 1.527
N -4.077 -3.616 4.780
N 6.852 0.230 5.163
N -3.786 -4.321 6.801
C 1.829 -3.795 -5.893
C 8.008 -3.887 0.916
C -10.329 0.462 -0.112
C 7.989 -2.372 -1.150
C -4.142 -6.900 -2.040
C 3.742 -4.121 7.415
C -4.627 4.716 6.773
C 5.794 3.827 -5.269
C -4.407 0.156 -6.334
C 8.262 -3.784 -0.583
C -4.397 4.762 5.334
C -9.311 -0.085 -1.135
C 4.583 5.674 -6.166
C 3.332 -3.408 8.722
C 3.183 -5.579 7.440
C 1.370 -4.979 -6.772
C 6.963 1.058 4.148
C -0.053 -0.309 0.296
C -3.202 -3.862 5.743
C 4.436 4.182 -5.874
C -1.354 8.220 -4.309
C -7.932 0.205 -0.656
C -6.011 5.265 7.091
C -2.578 6.037 -3.572
C 2.702 -2.767 -6.605
C -2.170 6.984 -4.669
H -1.696 5.570 -3.133
H 4.273 3.487 -6.697
H 2.232 -5.542 -7.132
H -1.843 6.608 -6.558
H -11.089 0.992 -0.685
H -3.968 -5.407 -0.682
H 8.719 -3.240 1.429
H 2.234 -2.592 -7.574
H 2.559 4.412 -5.223
H -4.587 5.648 4.728
H 3.666 4.607 -0.771
H 3.834 -6.171 6.796
H -4.915 3.905 4.903
H -2.767 5.090 7.062
H 7.562 0.354 5.871
H -3.148 7.330 -5.006
H 2.257 -3.576 6.367
H 8.105 -4.908 1.285
H 0.673 -5.622 -6.234
H -1.323 8.662 -5.305
H -4.770 -4.552 6.802
H 6.650 4.182 -5.842
H 3.747 -3.873 9.616
H -0.317 7.913 -4.171
H 0.847 -4.613 -7.655
H 5.977 -0.269 5.233
H 5.980 2.753 -5.224
H -6.709 4.438 7.217
H -9.553 0.396 -2.083
H -1.703 8.845 -3.487
H -4.909 -8.647 -1.442
H -9.755 -1.731 -2.125
H 0.321 0.421 -1.543
H -7.600 -0.254 0.276
H -10.008 1.250 0.570
H -3.069 -4.642 7.436
H -7.196 0.023 -1.439
H 6.961 -2.010 -1.112
H 4.496 6.272 -5.258
H -5.067 -3.773 4.909
H -4.667 -8.434 -3.159
H 3.241 -5.964 8.458
H 2.248 -3.302 8.755
H -4.014 -1.634 -5.634
H -5.871 5.650 8.102
H 6.983 -3.554 1.079
H 1.435 0.914 -0.326
H 4.824 -4.173 7.294
H 2.743 3.232 6.235
H 5.285 5.967 -6.946
H -7.742 1.267 -0.504
H 8.399 -2.344 -2.160
H 2.393 -4.177 -5.042
H 4.114 5.620 0.261
H 3.695 -3.182 -6.778
H 5.611 -0.048 3.219
H -10.853 -0.232 0.546
H -0.167 -0.599 2.249
H -6.382 6.036 6.416
H 2.729 -1.800 -6.103
H -2.362 -0.206 -6.118
H 9.312 -5.294 -0.872
H 1.880 2.315 7.077
H -3.158 6.563 -2.814
H 3.703 5.901 -6.768
H 3.535 -2.343 8.605
H 0.036 -3.587 -5.136
H 0.527 0.947 1.670
H -3.735 -3.061 4.009
H -5.689 -1.394 -6.086
H 2.155 -5.749 7.120
H -4.403 3.757 7.240
H 6.018 4.228 -4.281
H -3.346 4.540 5.149
H 8.499 -1.559 -0.633
H 5.981 1.530 2.548
H 7.456 -4.392 -0.994
H -2.944 1.400 -6.378
H -4.272 -6.995 -0.002
H -3.305 5.265 -3.823
*
```

***

The following is a quantum chemistry calculation of a 2-piece molecular cluster, C6H15N overall at a distorted geometry, from OMol25.

## Properties
- frontier orbital gap (eV) = 4.78
- ΔE to the lowest compared entry with this formula, charge and spin (eV) = 8.432

ORCA input file:
```
! RIJCOSX wB97M-V def2-TZVPD def2/J DEFGRID3
* xyz 0 1
N 0.530 -1.735 0.178
C 0.154 0.802 -0.937
C -0.982 3.047 -0.391
C -1.452 1.539 -0.723
C 1.890 -1.277 0.435
C 0.392 -2.834 1.133
C -0.744 0.412 0.066
H 2.091 -0.870 1.528
H 0.265 0.318 -1.945
H 0.164 -2.526 2.206
H -0.641 0.807 1.094
H -0.442 -3.524 0.892
H 1.341 -3.483 1.260
H 1.088 1.400 -0.814
H 2.727 -2.093 0.536
H 2.165 -0.595 -0.376
H -0.301 3.466 -1.256
H -2.543 1.421 -0.396
H -0.473 3.053 0.615
H -1.188 -0.562 -0.127
H -1.825 3.758 -0.164
H -1.680 1.434 -1.797
*
```

***

The following is a quantum chemistry calculation of the molecule C3H6N2OS at a distorted geometry, from OMol25.

## Properties
- frontier orbital gap (eV) = 9.84
- ΔE to the lowest compared entry with this formula, charge and spin (eV) = 3.826

ORCA input file:
```
! RIJCOSX wB97M-V def2-TZVPD def2/J DEFGRID3
* xyz 0 1
S 1.321 0.432 0.285
O 2.273 0.004 1.347
N -0.297 1.953 -1.971
N 0.237 -0.354 -1.990
C 1.071 -0.890 -0.883
C 0.148 0.855 -1.974
C -0.282 0.177 1.250
H 0.531 -1.710 -0.415
H -0.061 0.637 2.217
H -1.081 0.908 0.909
H -0.574 -0.823 1.328
H 0.054 2.735 -2.404
H 2.056 -0.884 -1.295
*
```

***

The following is a quantum chemistry calculation of C5H10O as an isolated structure, from OMol25.

## Properties
- frontier orbital gap (eV) = 10.77
- ΔE to the lowest compared entry with this formula, charge and spin (eV) = 1.371

ORCA input file:
```
! RIJCOSX wB97M-V def2-TZVPD def2/J DEFGRID3
* xyz 0 1
O 0.717 -1.388 -0.407
C 0.896 -0.130 0.308
C -0.460 -1.610 0.406
C 1.536 1.112 -0.290
C -1.403 0.439 -0.613
C -0.614 -0.102 0.577
H -1.027 -0.025 -1.532
H -1.330 1.525 -0.727
H 1.740 1.768 0.568
H 1.466 -0.407 1.206
H -0.947 0.309 1.534
H 0.872 1.664 -0.960
H -2.461 0.176 -0.513
H 2.489 0.943 -0.796
H -1.261 -2.150 -0.112
H -0.213 -2.124 1.349
*
```

***

The following is a quantum chemistry calculation of an isolated ion of composition C6H11ClF2N4O and charge +2 at a distorted geometry, from OMol25.

## Properties
- frontier orbital gap (eV) = 10.16
- ΔE to the lowest compared entry with this formula, charge and spin (eV) = 0.331
- SMILES = CC1=[NH+][C@](C)(Cl)N(OC(F)F)C(=[NH2+])N1

ORCA input file:
```
! RIJCOSX wB97M-V def2-TZVPD def2/J DEFGRID3
* xyz 2 1
Cl -2.199 -2.543 0.359
F -3.131 1.743 -0.995
F -3.564 -0.312 -1.464
O -2.817 0.290 0.571
N 0.568 0.855 -0.359
N -0.804 2.159 0.961
N -1.478 0.092 0.309
N 0.025 -1.397 -0.661
C -0.901 -1.243 0.497
C 1.567 -0.367 -2.246
C 0.734 -0.374 -1.062
C -0.596 1.035 0.397
C -0.253 -1.249 1.867
C -3.617 0.590 -0.499
H 0.156 -0.253 2.031
H -1.663 2.229 1.572
H -0.981 -1.538 2.711
H 1.313 1.550 -0.599
H -4.642 0.826 -0.293
H -0.214 -2.126 -1.350
H 1.251 0.398 -3.063
H 2.557 0.103 -2.192
H 0.498 -2.105 1.854
H -0.232 2.911 1.105
H 1.869 -1.297 -2.683
*
```

***

The following is a quantum chemistry calculation of the molecule C3H6ClN at a distorted geometry, from OMol25.

## Properties
- frontier orbital gap (eV) = 11.30
- ΔE to the lowest compared entry with this formula, charge and spin (eV) = 2.112
- SMILES = ClC[C@@H]1CN1

ORCA input file:
```
! RIJCOSX wB97M-V def2-TZVPD def2/J DEFGRID3
* xyz 0 1
Cl -2.262 0.110 -1.506
N 1.458 0.065 0.072
C -0.687 0.817 -0.714
C 0.137 -0.376 -0.316
C 0.329 -0.432 1.167
H -0.120 0.448 1.572
H -1.265 1.446 0.201
H -0.091 1.375 -1.646
H -0.007 -1.301 -0.939
H 0.477 -1.371 1.787
H 2.031 -0.781 0.324
*
```

***

The following is a quantum chemistry calculation of a 2-piece molecular cluster, C9H14 overall at a distorted geometry, from OMol25.

## Properties
- frontier orbital gap (eV) = 10.04
- ΔE to the lowest compared entry with this formula, charge and spin (eV) = 0.420
- SMILES = Cc1ccccc1.CC

ORCA input file:
```
! RIJCOSX wB97M-V def2-TZVPD def2/J DEFGRID3
* xyz 0 1
C -0.198 -1.185 3.063
C 0.849 -0.328 -3.641
C 1.610 0.494 -2.581
C -1.048 -0.049 1.072
C -1.784 -0.080 -0.223
C 0.376 1.131 2.644
C 0.423 -0.007 3.441
C -0.432 1.120 1.512
C -0.895 -1.193 1.849
H 0.950 0.157 -4.610
H -2.852 -0.375 -0.192
H 1.282 1.529 -2.704
H -1.940 0.896 -0.662
H -1.397 -2.086 1.513
H -0.289 -2.092 3.638
H -0.516 2.041 0.945
H 1.417 0.112 -1.590
H -1.311 -0.783 -0.902
H 2.656 0.533 -2.858
H 1.319 -1.321 -3.674
H 0.961 -0.007 4.383
H -0.185 -0.467 -3.360
H 1.002 1.963 2.938
*
```